i.
C2H4O2Si | ωB97M-V with the def2-TZVPD basis set

The HOMO-LUMO gap comes out at 9.857 eV. The value obtained for the HOMO energy is -9.96 eV. The SMILES is O=[si]1cc1.O.

Element x y z (Å)
H1 3.05 0.18 0.23
H2 -2.71 -0.36 -1.34
O1 -0.31 2.16 1.44
Si1 -0.97 0.96 0.68
O2 2.16 0.23 0.44
C1 -2.02 -0.07 -0.49
H3 1.82 0.61 1.27
C2 -1.32 -0.85 0.38
H4 -1.47 -1.95 0.42

ii.
C2H4O2Si | ωB97M-V with the def2-TZVPD basis set

The HOMO-LUMO gap comes out at 9.095 eV. The value obtained for the HOMO energy is -8.68 eV.

Element x y z (Å)
C1 1.64 -0.15 0.06
C2 2.20 -1.21 0.29
H1 -2.21 0.80 -1.52
H2 -0.95 1.33 1.63
H3 1.42 0.90 -0.13
H4 2.32 -2.26 0.29
O1 -1.89 -0.07 -1.42
Si1 -1.13 -0.42 0.01
O2 -1.41 1.08 0.80

Quick one: most stable of them? ii

i.
CH6O | ωB97M-V with the def2-TZVPD basis set

The HOMO-LUMO gap comes out at 12.432 eV. The value obtained for the HOMO energy is -11.56 eV. The SMILES is C.O.

Element x y z (Å)
H1 -0.71 -1.56 -2.18
C1 0.62 0.57 1.09
O1 -1.40 -0.88 -2.12
H2 -1.22 -0.37 -1.33
H3 1.56 1.09 1.35
H4 -0.12 0.56 1.88
H5 0.16 1.01 0.21
H6 1.10 -0.43 1.10

ii.
CH6O | ωB97M-V with the def2-TZVPD basis set

The HOMO-LUMO gap comes out at 12.281 eV. The value obtained for the HOMO energy is -11.41 eV. The SMILES is C.O.

Element x y z (Å)
H1 0.29 -0.27 0.22
H2 1.33 1.05 -0.22
H3 1.72 -0.07 1.01
O1 -1.82 0.00 0.12
C1 1.29 0.01 0.00
H4 1.70 -0.71 -0.67
H5 -2.24 -0.81 -0.17
H6 -2.27 0.81 -0.30

Quick one: most stable of them? i

i.
C14H20AgF6OSbSe | ωB97M-V with the def2-TZVPD basis set

The HOMO-LUMO gap (alpha / beta) comes out at 7.169 / 6.502 eV. As for the expectation value of S²: 0.760. Its total charge is -1. The spin multiplicity is 2. The value obtained for the HOMO energy (alpha / beta) is -4.41 / -4.77 eV.

Element x y z (Å)
H1 -1.16 -1.48 3.32
H2 -3.82 -1.01 1.65
Ag1 1.30 -1.76 0.30
C1 1.22 1.48 -1.57
H3 -0.12 2.40 -2.96
H4 -2.36 -2.68 2.81
F1 -0.25 -2.31 -1.98
H5 -1.93 -2.04 0.41
F2 0.41 -4.33 -3.66
H6 -3.12 0.16 0.51
C2 -1.46 -2.15 2.50
H7 1.27 0.69 -3.56
Sb1 0.01 -4.19 -1.82
H8 1.61 1.63 2.59
C3 -1.71 -1.35 1.23
H9 -1.58 4.99 -0.67
C4 1.28 2.49 0.64
H10 2.88 2.70 2.07
C5 -0.18 3.41 -1.07
H11 0.00 4.18 0.92
F3 -0.32 -3.98 0.05
H12 -0.75 5.15 -2.21
F4 1.84 -3.81 -1.43
Se1 2.97 0.17 0.35
C6 1.72 1.50 -0.26
H13 -0.68 -2.89 2.35
C7 0.34 3.43 0.21
C8 -0.52 -0.51 0.85
F5 0.32 -6.03 -1.54
C9 -2.93 -0.43 1.41
H14 1.29 -0.54 -2.30
H15 1.32 3.39 2.58
H16 -0.57 0.00 -0.11
H17 -2.03 3.96 -2.02
F6 -1.82 -4.50 -2.16
H18 -2.75 0.27 2.23
H19 2.74 0.38 -2.60
C10 1.66 0.45 -2.56
C11 1.79 2.56 2.05
O1 2.75 -3.19 3.17
C12 2.36 -3.20 2.11
C13 0.28 2.43 -1.95
H20 -0.12 0.12 1.65
C14 -1.19 4.43 -1.52

ii.
C14H20AgF6OSbSe | ωB97M-V with the def2-TZVPD basis set

The HOMO-LUMO gap (alpha / beta) comes out at 7.380 / 6.486 eV. As for the expectation value of S²: 0.756. Its total charge is -1. The spin multiplicity is 2. The value obtained for the HOMO energy (alpha / beta) is -4.73 / -4.80 eV.

Element x y z (Å)
C1 -2.18 -1.00 1.78
C2 1.24 -0.65 -0.45
H1 -0.31 -0.96 3.55
H2 -2.04 -1.89 2.39
H3 2.23 -0.79 -0.87
Se1 -0.23 2.68 1.29
O1 3.46 2.85 -2.45
F1 4.49 0.15 -1.11
H4 -4.40 -2.31 -0.35
C3 0.06 -0.71 -1.36
H5 -0.27 0.82 3.67
H6 -2.84 3.38 -0.07
F2 4.35 2.00 0.78
H7 0.77 0.01 2.53
C4 -3.21 -0.97 0.86
C5 -4.15 -2.14 0.70
H8 0.36 1.16 -2.40
C6 -1.46 1.21 1.15
C7 -2.72 2.47 -0.66
H9 0.58 -2.64 -2.24
C8 -1.31 0.07 1.95
C9 -3.37 0.18 0.10
Ag1 1.77 1.55 0.21
C10 -0.22 -0.03 2.99
H10 -1.14 -2.25 -2.32
H11 -3.59 2.33 -1.30
H12 -4.18 0.23 -0.63
Sb1 5.31 0.35 0.60
C11 0.26 0.10 -2.63
C12 2.90 2.41 -1.58
H13 -3.72 -3.05 1.10
H14 -1.83 2.63 -1.28
H15 -5.10 -1.97 1.22
H16 -0.59 -0.02 -3.31
C13 -2.52 1.27 0.23
H17 -0.42 -2.76 -0.79
F3 6.20 -1.30 0.37
F4 6.74 1.29 -0.20
H18 -0.81 -0.32 -0.83
C14 -0.25 -2.18 -1.70
H19 1.11 -1.07 0.55
F5 6.06 0.58 2.31
H20 1.17 -0.22 -3.16
F6 3.79 -0.51 1.36

Quick one: most stable of them? ii

i.
C5H13N2O | ωB97M-V with the def2-TZVPD basis set

The HOMO-LUMO gap comes out at 7.115 eV. Its total charge is -1. The value obtained for the HOMO energy is -2.75 eV. The SMILES is NCCNCCC[O-].

Element x y z (Å)
C1 -0.82 1.58 -1.44
H1 -0.82 -1.91 2.09
H2 1.40 -2.37 1.65
H3 1.41 0.30 -1.14
C2 -0.63 -1.82 0.91
H4 -1.40 2.56 -1.31
H5 -0.39 1.28 0.72
C3 1.60 -0.13 0.87
O1 -1.26 -0.80 0.51
H6 1.17 0.35 1.88
H7 1.28 -1.89 -0.18
N1 1.37 0.82 -0.20
H8 0.39 2.72 -0.10
H9 -2.71 0.66 -1.14
H10 2.66 -0.17 1.15
C4 0.91 -1.56 0.91
C5 0.16 1.54 -0.18
H11 -1.50 -0.40 -1.24
N2 -1.81 0.48 -1.70
H12 -0.84 -2.77 0.41
H13 -0.19 1.52 -2.45

ii.
C5H13N2O | ωB97M-V with the def2-TZVPD basis set

The HOMO-LUMO gap comes out at 6.243 eV. Its total charge is -1. The value obtained for the HOMO energy is -2.38 eV. The SMILES is CNC[C@@H](C)NC[O-].

Element x y z (Å)
C1 -0.80 1.05 2.56
H1 -1.75 0.05 1.07
C2 -0.54 1.24 0.00
H2 0.24 2.01 0.15
H3 -1.14 -0.61 -0.91
O1 2.42 -2.43 -0.53
H4 1.17 1.02 -2.08
N1 -1.33 0.97 1.21
H5 -0.04 0.32 2.82
C3 0.32 0.32 -2.16
C4 1.11 -2.24 -0.44
H6 1.73 -0.39 0.07
H7 0.50 -0.55 -2.77
N2 0.81 -0.83 0.02
H8 0.68 -2.86 0.42
H9 0.53 -2.43 -1.35
C5 -0.13 -0.07 -0.72
H10 -0.37 2.02 2.71
H11 -1.33 1.64 -0.70
H12 -0.46 0.93 -2.62
H13 -1.62 0.85 3.26

Quick one: most stable of them? ii

i.
CH6NO2 | ωB97M-V with the def2-TZVPD basis set

The HOMO-LUMO gap comes out at 7.037 eV. Its total charge is -1. The value obtained for the HOMO energy is -2.44 eV.

Element x y z (Å)
H1 -1.75 2.58 -0.96
H2 1.45 -0.72 1.70
H3 0.18 -2.15 0.49
H4 -1.32 1.67 0.06
H5 1.31 -1.56 -1.08
O1 -2.11 2.27 -0.16
H6 2.00 0.14 0.69
N1 1.74 -0.84 0.82
C1 0.74 -1.43 -0.19
O2 -0.19 -0.45 -0.53

ii.
CH6NO2 | ωB97M-V with the def2-TZVPD basis set

The HOMO-LUMO gap comes out at 7.336 eV. Its total charge is -1. The value obtained for the HOMO energy is -2.58 eV.

Element x y z (Å)
N1 0.06 0.34 0.12
H1 -0.49 0.86 -1.88
O1 0.88 -0.65 -1.93
C1 -0.23 0.02 -1.21
H2 -0.47 0.16 1.73
H3 0.05 0.27 3.17
H4 0.76 1.08 0.08
O2 -0.76 0.22 2.71
H5 -1.08 -0.67 -1.29
H6 1.42 -0.89 -1.18

Quick one: most stable of them? ii

i.
CH2O3S | ωB97M-V with the def2-TZVPD basis set

The HOMO-LUMO gap comes out at 9.264 eV. The value obtained for the HOMO energy is -9.24 eV. The SMILES is OC1(O)OS1.

Element x y z (Å)
O1 -1.63 -0.22 -1.00
H1 -0.19 -1.52 0.05
S1 -2.48 -0.03 0.44
O2 -0.24 1.43 -0.22
O3 0.18 -0.69 0.35
H2 -0.01 1.69 0.66
C1 -0.82 0.23 -0.10

ii.
CH2O3S | ωB97M-V with the def2-TZVPD basis set

The HOMO-LUMO gap comes out at 10.835 eV. The value obtained for the HOMO energy is -10.83 eV.

Element x y z (Å)
O1 0.19 -1.05 -0.04
S1 0.52 0.01 -1.33
H1 -0.06 -0.05 1.62
O2 1.85 0.47 -1.40
O3 -0.41 1.02 -0.17
C1 -0.51 -0.11 0.69
H2 -1.58 -0.27 0.63

Quick one: most stable of them? i

i.
C7H11N2 | ωB97M-V with the def2-TZVPD basis set

The HOMO-LUMO gap comes out at 9.509 eV. Its total charge is +1. The value obtained for the HOMO energy is -13.03 eV. The SMILES is N[NH2+]Cc1ccccc1.

Element x y z (Å)
C1 0.63 0.87 -0.99
H1 1.79 0.49 1.35
H2 1.71 0.90 -1.02
C2 -1.41 0.50 0.22
H3 1.05 -1.56 2.56
N1 0.73 -1.32 1.60
C3 -0.10 1.18 -2.12
H4 0.41 1.45 -3.03
H5 -1.93 0.26 1.14
H6 -0.25 -1.62 1.51
C4 -2.14 0.81 -0.91
H7 1.35 -2.97 0.58
C5 -1.49 1.15 -2.09
N2 1.45 -1.96 0.56
C6 -0.02 0.54 0.19
H8 2.44 -1.71 0.57
H9 -3.22 0.79 -0.88
C7 0.75 0.17 1.42
H10 -2.06 1.40 -2.97
H11 0.30 0.62 2.31

ii.
C7H11N2 | ωB97M-V with the def2-TZVPD basis set

The HOMO-LUMO gap comes out at 8.858 eV. Its total charge is +1. The value obtained for the HOMO energy is -13.88 eV.

Element x y z (Å)
H1 -0.82 0.66 2.20
H2 -1.49 0.62 0.58
C1 1.00 -2.86 0.30
C2 0.39 -0.41 -1.24
H3 1.44 -3.76 0.71
N1 0.88 -2.73 -0.96
H4 -1.77 -0.74 1.66
C3 0.34 2.11 -1.00
H5 1.06 2.85 -1.36
C4 0.56 0.82 -1.69
H6 1.13 -0.07 0.89
H7 0.99 0.89 -2.68
C5 0.32 -1.73 -1.60
C6 0.21 -0.65 0.86
H8 -0.65 2.50 -1.26
H9 -0.31 -2.02 -2.44
H10 0.41 2.03 0.08
N2 0.39 -1.98 1.15
H11 -0.23 -2.38 1.86
C7 -1.03 0.00 1.35

iii.
C7H11N2 | ωB97M-V with the def2-TZVPD basis set

The HOMO-LUMO gap (alpha / beta) comes out at 7.286 / 7.248 eV. Its total charge is +1. The value obtained for the HOMO energy (alpha / beta) is -11.40 / -11.50 eV.

Element x y z (Å)
H1 -1.59 -2.30 -1.45
N1 -1.45 -0.46 -2.40
H2 -0.03 -0.40 2.97
C1 -1.25 -1.30 -1.41
H3 0.48 1.91 -1.39
N2 -0.71 -0.85 -0.30
C2 0.69 -0.33 2.15
H4 -1.99 -0.82 -3.22
H5 2.58 -0.95 1.30
H6 -0.93 2.19 -0.76
C3 -0.38 1.32 -1.15
H7 -1.54 1.60 -3.03
C4 0.37 0.86 1.20
H8 -0.84 -1.64 0.48
H9 1.20 1.54 0.96
C5 -1.10 0.82 -2.40
H10 2.06 -1.74 2.88
C6 -0.20 0.29 -0.01
H11 -0.32 1.57 1.77
C7 1.82 -0.97 2.09

Quick one: most stable of them? i